Computed, not measured: a molecular structure, C20H35CdNSi2 in a non-equilibrium geometry, with the ωB97M-V functional and the def2-TZVPD basis.

XYZ file:
```
59
Properties=species:S:1:pos:R:3:forces:R:3
C -1.681854 -0.794312 -3.601238 0.2 -0.1 -0.7
C 1.508368 0.101734 -3.333064 2.0 1.9 -2.3
C -1.280958 0.550418 -3.020406 -1.2 0.6 0.0
H -2.314876 -0.611453 -4.494675 0.0 0.1 0.5
C 1.400223 1.508070 -3.415146 1.6 -1.5 -2.4
H 2.385311 -0.337485 -2.828275 -0.3 0.5 0.0
H -2.068690 1.011758 -2.413585 -0.4 -0.2 -0.5
H 2.273311 2.133150 -3.194012 -0.4 -0.3 0.8
C -0.997969 1.432360 -4.259772 -0.8 -0.1 0.0
H -1.823370 2.164162 -4.351928 0.5 -0.1 0.0
H -1.073379 0.816029 -5.171925 -0.1 0.2 0.4
C -0.446288 -1.561092 -4.150877 -0.3 -0.6 0.1
H -0.728919 -1.943773 -5.148419 0.3 -0.2 0.5
H -0.258161 -2.417256 -3.486859 0.0 0.2 -0.4
C 0.894474 -0.823098 -4.378154 -0.4 -0.6 0.1
H 0.824085 -0.317226 -5.351885 0.2 0.3 0.4
H 1.638914 -1.630724 -4.522289 -0.2 0.4 0.1
C 0.354990 2.143321 -4.318024 0.0 0.3 0.3
H 0.684530 2.094228 -5.371043 0.3 0.1 0.4
H 0.190334 3.208422 -4.088928 0.5 -0.3 0.1
Cd 0.358412 0.732721 -1.577426 -2.2 -1.4 3.2
H -2.288292 -1.463580 -2.988324 0.3 0.1 0.4
C 0.432900 2.597730 0.900432 0.2 0.4 -0.2
Si 1.302904 1.150684 1.720090 -1.7 -1.5 1.9
C 2.735765 0.393367 0.790382 0.5 0.3 -0.5
C 2.095415 1.835149 3.300560 0.2 0.2 -0.2
C 0.010260 -0.124631 2.235109 0.3 -0.1 -0.9
C -0.119214 -1.241545 1.362370 -0.1 1.2 1.0
C -0.553564 -2.530798 1.840653 -0.2 -0.7 -0.7
C -0.613185 -3.615163 0.987580 -0.2 0.8 0.9
C -0.171543 -3.465629 -0.329245 0.7 0.7 -1.3
C 0.265014 -2.207996 -0.752822 -0.4 -1.1 0.6
N 0.189439 -1.110227 0.016687 0.7 0.2 -0.6
Si -1.029319 -0.018363 3.783843 1.0 0.1 -0.8
C -0.194228 -0.944881 5.190379 -0.2 0.0 0.4
C -1.275666 1.774411 4.326106 -0.1 0.0 0.1
C -2.746030 -0.714225 3.507145 -0.3 -0.1 0.0
H 0.892711 3.507537 1.319467 -0.2 0.0 -0.5
H -0.638749 2.585299 1.143760 0.4 0.0 -0.1
H 0.537921 2.624540 -0.200976 0.0 0.4 -0.1
H 3.593944 1.071744 0.904279 0.0 -0.2 -0.1
H 2.988046 -0.566722 1.261799 -0.1 0.2 -0.1
H 2.600075 0.208902 -0.284900 0.1 0.0 0.2
H 1.639532 2.780900 3.616897 0.1 -0.2 0.0
H 2.041225 1.117727 4.127926 0.0 0.1 -0.2
H 3.155198 2.023237 3.081221 -0.1 0.1 0.2
H -0.824060 -2.629344 2.894657 0.2 0.0 -0.5
H -0.983289 -4.574947 1.339615 0.1 0.1 0.0
H -0.136620 -4.289838 -1.034628 0.0 0.0 0.2
H 0.702656 -2.086987 -1.754631 -0.4 -0.1 0.4
H 0.792857 -0.517359 5.416250 -0.2 -0.1 -0.1
H -0.812045 -0.883221 6.099096 0.2 -0.1 -0.1
H -0.056217 -2.006945 4.943410 0.0 0.2 0.1
H -1.848218 2.332807 3.572815 0.1 -0.1 0.2
H -1.861186 1.765473 5.258401 0.1 0.1 -0.2
H -0.337724 2.307457 4.521450 -0.2 -0.1 0.0
H -3.382752 0.048693 3.037245 0.1 -0.2 0.1
H -2.740459 -1.597145 2.855892 -0.1 0.2 0.2
H -3.201975 -0.996065 4.467944 0.0 0.1 -0.2
```
Forces are in eV/Å.

Total charge   0
DFT total energy   -1584.42157 Ha
Molecular weight   458.1 g/mol
LUMO   -1.041 eV
2S+1   1
Gap between HOMO and LUMO   4.83 eV
Energy relative to the best compared isomer or geometry (same formula, charge and spin)   0.0 kJ/mol
HOMO   -5.87 eV

Atom charges from the natural (NBO) analysis, given in e for atoms 1 to 2: -0.411, -0.284

---

Computed, not measured: 7 unconnected molecules or ions with the total composition C3H19NO7 in a non-equilibrium geometry, with the ωB97M-V functional and the def2-TZVPD basis.

XYZ file:
```
30
Properties=species:S:1:pos:R:3:forces:R:3
C -0.300560 -0.877609 0.824317 -2.5 4.0 -0.4
N -1.409511 -1.655865 0.691602 1.3 -3.0 -0.4
C -2.556078 -1.440802 -0.274432 2.9 3.9 -0.6
C -1.006180 -3.162502 0.852899 -2.0 3.5 2.3
O -0.324912 0.317901 0.399071 0.6 -3.2 1.2
H 0.485999 -1.162467 1.555351 -0.3 -0.6 -0.8
H -2.186492 -1.781523 -1.255181 -0.4 0.5 0.1
H -2.804589 -0.263082 -0.307424 0.8 -2.9 -0.1
H -3.440813 -1.945461 -0.062092 -1.2 -1.1 1.1
H -1.844711 -3.631175 0.450361 -1.2 -1.5 -0.1
H -0.829408 -3.252102 1.923280 -0.6 -0.6 0.1
H -0.129412 -3.473307 0.437126 2.4 -0.3 -1.9
H -0.529316 0.613927 -1.363924 2.6 -1.7 5.4
H -1.631467 1.557887 -1.801437 -0.7 1.0 0.9
O -0.996393 0.918455 -2.038752 -2.1 0.9 -6.6
H 1.448291 2.973725 -1.234952 0.2 -1.2 -1.9
H 0.792130 1.913704 -2.100393 -1.5 -0.8 -0.2
O 1.506776 2.518579 -2.141021 1.4 2.0 1.4
H 0.251109 2.938644 0.749531 1.9 -1.5 -1.1
H 1.007131 1.688775 1.163183 0.2 0.9 -1.8
O 1.040080 2.357308 0.410249 -1.8 1.5 3.3
H -1.934814 3.457014 1.987277 -1.9 1.8 1.0
H -1.940098 1.824584 2.050913 0.2 1.7 -0.2
O -1.508839 2.673119 1.785590 1.7 -3.3 -0.8
H 2.822540 -1.415145 -0.395672 -0.2 -0.1 0.4
H 3.579620 -2.536883 0.278133 -1.2 0.3 0.0
O 2.656135 -2.201190 0.166534 1.4 0.1 -0.3
H 2.514483 1.002998 -1.249967 2.5 -0.6 0.7
H 3.842397 1.413749 -0.584829 0.4 0.6 0.3
O 3.426901 0.628744 -0.915342 -2.8 -0.1 -1.0
```
Forces are in eV/Å.

Total charge   0
DFT total energy   -707.05740 Ha
Molecular weight   181.2 g/mol
LUMO   0.229 eV
2S+1   1
Gap between HOMO and LUMO   10.06 eV
Energy relative to the best compared isomer or geometry (same formula, charge and spin)   279.4 kJ/mol
HOMO   -9.83 eV

Atom charges from the natural (NBO) analysis, given in e for atoms 1 to 2: 0.522, -0.419

---

Computed, not measured: a single C4H5N molecule, with the ωB97M-V functional and the def2-TZVPD basis.

XYZ file:
```
10
Properties=species:S:1:pos:R:3:forces:R:3
C -1.348000 -1.439219 1.227065 0.3 0.3 -0.2
C -0.589230 -0.579318 0.857483 -0.3 -0.3 0.1
C 0.300969 0.472982 0.410399 0.1 -0.1 0.2
C 1.010341 0.324607 -0.888839 0.2 -0.2 -0.1
N -0.063723 1.294294 -0.748567 -0.2 0.1 -0.1
H -2.015613 -2.206196 1.554456 0.1 0.2 -0.1
H 0.789564 1.032049 1.204633 -0.1 -0.1 -0.1
H 0.830931 -0.587586 -1.452372 0.0 0.1 0.1
H 2.006042 0.746454 -0.999241 -0.2 0.0 0.0
H -0.921282 0.941931 -1.165017 0.1 0.0 0.1
```
Forces are in eV/Å.

Total charge   0
DFT total energy   -210.06014 Ha
Molecular weight   67.1 g/mol
LUMO   1.146 eV
2S+1   1
Gap between HOMO and LUMO   10.57 eV
Energy relative to the best compared isomer or geometry (same formula, charge and spin)   272.0 kJ/mol
HOMO   -9.42 eV

Atom charges from the natural (NBO) analysis, given in e for atoms 1 to 2: -0.223, -0.041

---

Computed, not measured: a gas-phase ion, C2H2ClN4O (charge -1) in a non-equilibrium geometry, with the ωB97M-V functional and the def2-TZVPD basis.

XYZ file:
```
10
Properties=species:S:1:pos:R:3:forces:R:3
C -0.442885 -1.085579 0.672449 1.0 1.0 0.3
C -0.364971 1.247274 -0.528745 1.8 -3.5 1.4
N 0.583290 -1.922322 0.994777 -1.9 -0.6 0.9
N 1.665340 -1.428142 0.489257 2.5 -0.5 -1.0
N 1.505578 -0.394705 -0.234889 0.1 0.5 0.1
N 0.172097 -0.146585 -0.168603 -1.1 3.0 -0.7
O -1.584486 -0.990618 1.110419 -1.0 -0.2 -0.1
Cl -0.768551 1.256988 -2.228303 -0.8 0.4 -0.5
H 0.304733 2.060609 -0.355101 1.3 0.0 -0.2
H -1.070144 1.403080 0.248739 -1.9 -0.1 -0.2
```
Forces are in eV/Å.

Total charge   -1
DFT total energy   -831.88761 Ha
Molecular weight   133.5 g/mol
LUMO   3.455 eV
2S+1   1
Gap between HOMO and LUMO   7.21 eV
Energy relative to the best compared isomer or geometry (same formula, charge and spin)   6.3 kJ/mol
HOMO   -3.75 eV

Atom charges from the natural (NBO) analysis, given in e for atoms 1 to 2: 0.644, -0.220

---

Computed, not measured: a molecular structure, C5H9N in a non-equilibrium geometry, with the ωB97M-V functional and the def2-TZVPD basis.

XYZ file:
```
15
Properties=species:S:1:pos:R:3:forces:R:3
C -0.887757 0.633244 0.624800 -2.8 5.8 -1.6
C 0.567055 0.904601 0.763206 2.3 1.7 3.3
C 0.095912 -1.117309 0.172269 5.8 -6.4 2.7
C -0.853381 -0.368301 -0.504314 -2.5 0.5 -3.8
C 0.471781 0.021425 -1.367022 -1.6 -0.2 -1.9
H -1.315546 1.751905 0.612531 -0.2 -2.6 -0.6
H -1.164808 0.199279 1.533944 -1.3 -0.7 1.0
H 0.575861 0.505132 1.883680 1.9 1.9 -1.7
H 1.064105 1.978245 0.503307 -1.6 -2.5 1.0
H 0.731818 -1.794095 -0.389424 -1.5 -2.1 -0.2
H 0.036103 -1.580860 1.203065 -0.4 0.9 -0.8
H -1.678510 -0.983594 -1.005239 0.6 1.6 0.9
H 0.838144 -0.972442 -1.844667 -0.9 2.2 -0.2
H 0.356755 0.950121 -2.174515 1.0 -2.1 2.6
N 1.162469 -0.127350 -0.011620 1.2 1.9 -0.7
```
Forces are in eV/Å.

Total charge   0
DFT total energy   -250.46733 Ha
Molecular weight   83.1 g/mol
LUMO   1.033 eV
2S+1   1
Gap between HOMO and LUMO   10.11 eV
Energy relative to the best compared isomer or geometry (same formula, charge and spin)   524.1 kJ/mol
HOMO   -9.08 eV

Atom charges from the natural (NBO) analysis, given in e for atoms 1 to 2: -0.441, -0.236

---

Computed, not measured: a molecular structure, C29H27CdN4O4 in a non-equilibrium geometry, with the ωB97M-V functional and the def2-TZVPD basis.

XYZ file:
```
65
Properties=species:S:1:pos:R:3:forces:R:3
Cd -0.115510 0.580308 -1.640960 -0.1 0.1 -0.3
O -4.078663 2.180432 -2.915957 -0.3 0.0 -0.5
C -2.787964 1.920649 -2.825506 0.2 0.3 1.1
O -2.130575 2.161854 -1.834778 -0.1 -0.1 -0.3
C -2.191219 1.243614 -4.013844 0.2 -0.3 -0.4
C -2.905239 0.870209 -5.146990 0.2 0.1 0.1
C -2.244405 0.145643 -6.128670 0.1 0.0 0.1
C -0.915559 -0.207183 -5.936574 0.1 0.3 0.2
C -0.271657 0.225542 -4.779952 -0.6 0.1 -0.1
N -0.904517 0.944681 -3.854390 -0.2 -0.1 -0.2
C 1.142479 -0.082837 -4.384875 0.3 -0.1 0.3
O 1.855719 -0.931475 -5.107585 0.2 0.1 0.0
O 1.616939 0.411426 -3.385900 0.0 -0.2 -0.2
H -4.416408 2.582828 -2.096339 0.3 -0.1 -0.1
H -3.941137 1.146876 -5.248292 -0.1 0.0 0.0
H -2.759564 -0.153156 -7.027996 -0.1 0.0 -0.1
H -0.399023 -0.787429 -6.684168 0.0 -0.1 -0.1
H 1.395747 -1.336734 -5.854870 -0.1 0.2 0.1
C 2.167062 -1.801012 2.536570 0.0 -0.1 0.0
C 1.457752 -1.334554 3.772528 0.0 0.1 0.0
C 1.613167 -2.042430 4.960946 0.0 0.1 0.0
C 1.036490 -1.617749 6.142270 0.0 0.0 0.1
C 0.257855 -0.472415 6.157444 0.0 0.1 -0.1
C 0.073421 0.236707 4.985756 -0.1 0.0 0.0
C 0.665701 -0.181690 3.798571 0.0 -0.3 0.3
N 0.507016 0.643390 2.659769 0.2 0.4 -0.2
C 0.193827 0.254759 1.390026 -0.3 -0.4 0.3
N -0.456930 -0.934165 1.301105 0.2 0.3 0.7
C -1.054482 -1.650261 0.250967 -0.4 -0.6 -0.9
C -1.031970 -1.245916 -1.088907 0.0 0.0 -0.1
C -1.684495 -2.030919 -2.037702 -0.1 -0.3 0.3
C -2.331298 -3.201512 -1.679791 -0.1 0.1 -0.3
C -2.333653 -3.598558 -0.356415 0.1 0.1 0.0
C -1.711532 -2.842378 0.624323 0.1 0.1 0.1
C -1.777158 -3.298526 2.056078 0.0 0.0 -0.1
N 0.482376 1.006013 0.372767 0.1 0.3 -0.2
C 1.128636 2.256980 0.519754 0.2 0.4 0.3
C 0.357248 3.383659 0.801364 0.0 -0.1 0.0
C 0.935900 4.638613 0.834486 0.0 0.0 0.0
C 2.291101 4.768965 0.585661 0.1 0.1 0.0
C 3.056615 3.651090 0.305295 -0.1 0.0 0.0
C 2.499675 2.379118 0.269060 -0.1 -0.1 0.0
C 3.346091 1.177764 -0.036382 -0.1 0.0 -0.1
H 3.082856 -2.319115 2.809786 0.1 0.0 0.0
H 2.420575 -0.970407 1.882235 0.1 0.0 -0.1
H 1.552542 -2.496141 1.964222 0.0 0.0 -0.1
H 2.237600 -2.923519 4.958764 0.1 -0.1 0.0
H 1.208813 -2.167440 7.054860 0.0 -0.1 0.1
H -0.197084 -0.128021 7.072982 0.0 0.0 0.1
H -0.525131 1.134362 4.980663 -0.1 0.1 0.0
H 0.782260 1.611356 2.757846 0.1 -0.1 -0.1
H -0.606878 -1.363297 2.205163 0.0 0.2 -0.1
H -1.700416 -1.737235 -3.087343 0.0 0.0 0.1
H -2.839226 -3.789988 -2.429279 0.0 -0.1 0.0
H -2.834719 -4.514701 -0.080434 0.0 -0.1 0.1
H -2.303728 -4.247978 2.110536 0.0 0.0 0.1
H -2.320664 -2.580801 2.673973 0.0 0.0 0.1
H -0.787738 -3.452079 2.489107 0.1 0.0 0.1
H -0.703879 3.253465 0.971084 -0.1 0.0 0.0
H 0.330592 5.508845 1.040054 0.0 0.1 0.0
H 2.751279 5.743650 0.602609 0.1 0.1 0.0
H 4.108643 3.764486 0.095329 0.2 0.0 0.0
H 4.196959 1.463125 -0.649390 0.1 0.0 0.0
H 2.774225 0.409744 -0.566418 0.2 0.0 0.1
H 3.735262 0.741463 0.885757 0.0 -0.1 0.0
```
Forces are in eV/Å.

Total charge   +1
DFT total energy   -1808.89028 Ha
Molecular weight   608.0 g/mol
LUMO   -3.735 eV
2S+1   1
Gap between HOMO and LUMO   6.66 eV
Energy relative to the best compared isomer or geometry (same formula, charge and spin)   32.9 kJ/mol
HOMO   -10.39 eV

Atom charges from the natural (NBO) analysis, given in e for atoms 1 to 2: 1.637, -0.646